Model i:
Here is C3HFO3 as an isolated structure from the OMol25 dataset. Energies are from ωB97M-V/def2-TZVPD.

The geometry in XYZ format:
```
8
Properties=species:S:1:pos:R:3:mulliken_charge:R:1
C -0.4313 -1.0090 -0.1597 0.36
C -0.4313 1.0090 -0.1597 0.36
C 0.6761 0.0000 0.2007 0.50
O -0.6096 -2.1682 -0.1271 -0.44
O -0.6097 2.1682 -0.1271 -0.44
O -1.2838 0.0000 -0.5895 -0.31
F 1.1689 0.0000 1.4622 -0.23
H 1.5208 0.0000 -0.4998 0.21
```

The net charge is 0. The LUMO energy is 0.20 eV. The calculation puts the molecular weight at 104.04 g mol⁻¹.

Model ii:
Here is a 2-piece molecular cluster, C3HFO3 overall from the OMol25 dataset. Energies are from ωB97M-V/def2-TZVPD.

The geometry in XYZ format:
```
8
Properties=species:S:1:pos:R:3:mulliken_charge:R:1
O -0.1451 -2.5403 -1.8071 -0.36
C -0.4572 -1.8089 -0.9438 0.81
C -0.9273 -1.0917 0.0104 -0.45
F -0.9023 0.2058 0.1927 -0.22
H -1.4508 -1.6704 0.9443 0.21
O 1.7776 -0.2719 0.7812 -0.37
C 2.2972 -0.1257 -0.2525 0.71
O 2.9066 0.1384 -1.1754 -0.33
```

The net charge is 0. The LUMO energy is -0.25 eV. The calculation puts the molecular weight at 104.04 g mol⁻¹.

Most stable: model i

Model i:
Here is one molecule with the formula C21H24N2O4 from the OMol25 dataset. Energies are from ωB97M-V/def2-TZVPD.

The geometry in XYZ format:
```
51
Properties=species:S:1:pos:R:3:mulliken_charge:R:1
C -4.0319 2.9187 -4.1436 -0.70
O -3.5932 3.5070 -2.9412 -0.49
C -2.7223 2.8657 -2.1085 0.46
C -2.3755 3.6035 -0.9806 -0.70
C -1.5062 3.1160 -0.0240 -0.79
C -0.9587 1.8552 -0.1748 -0.47
C 0.0082 1.2694 0.8134 0.66
C 1.4382 1.3056 0.2593 -1.37
N 2.2674 0.2172 0.7722 0.35
C 2.6842 0.3031 2.0877 0.82
O 2.3702 1.2388 2.7822 -0.62
C 3.6069 -0.8011 2.5770 -1.00
N 3.5352 -2.0595 1.8758 0.21
C 2.4973 -2.9778 2.3256 -1.82
C 1.0705 -2.5523 2.0740 1.07
C 0.3617 -1.8458 3.0387 -0.15
C -0.9523 -1.4741 2.8155 -0.62
C -1.5718 -1.7953 1.6182 -0.58
C -0.8705 -2.4912 0.6478 -0.41
C 0.4406 -2.8700 0.8761 -0.30
C 3.5737 -1.8328 0.4518 -1.01
C 2.5550 -0.8366 -0.0750 0.82
O 2.0731 -0.9153 -1.1801 -0.63
C -1.2975 1.1084 -1.2963 0.11
C -2.1652 1.5825 -2.2692 0.99
O -2.5040 0.8480 -3.3812 -0.47
C -1.9402 -0.4301 -3.5385 -0.87
H -4.5870 1.9953 -3.9650 0.25
H -4.6941 3.6582 -4.5945 0.30
H -3.2010 2.7138 -4.8220 0.25
H -2.8156 4.5830 -0.8811 0.42
H -1.2600 3.7181 0.8370 0.43
H -0.0318 1.8022 1.7628 0.71
H -0.2603 0.2279 0.9939 -1.09
H 1.9241 2.2466 0.5242 0.25
H 1.4206 1.1936 -0.8257 0.66
H 3.4292 -0.9503 3.6432 0.33
H 4.6298 -0.4112 2.4682 0.34
H 2.6883 -3.9302 1.8219 0.43
H 2.6540 -3.1258 3.3976 0.49
H 0.8355 -1.5954 3.9771 0.38
H -1.4930 -0.9299 3.5749 0.39
H -2.5956 -1.5006 1.4424 0.37
H -1.3462 -2.7477 -0.2873 0.45
H 0.9725 -3.4287 0.1196 0.34
H 3.4523 -2.7752 -0.0844 0.33
H 4.5649 -1.4304 0.1985 0.35
H -0.8576 0.1292 -1.3992 0.26
H -2.3301 -0.8027 -4.4851 0.26
H -0.8476 -0.3910 -3.5869 0.36
H -2.2442 -1.1059 -2.7324 0.30
```

The net charge is 0. The LUMO energy is 0.69 eV. The calculation puts the molecular weight at 368.43 g mol⁻¹.

Model ii:
Here is C21H24N2O4 as an isolated structure from the OMol25 dataset. Energies are from ωB97M-V/def2-TZVPD.

The geometry in XYZ format:
```
51
Properties=species:S:1:pos:R:3:mulliken_charge:R:1
C -7.9593 -0.5241 -0.7137 -1.10
C -6.5593 -1.3190 -0.9579 -0.48
C -5.3252 -0.3272 -1.1681 -0.40
C -5.0742 0.4176 0.0414 -0.31
C -4.5527 -0.5460 1.0858 -0.70
O -3.4491 -1.1547 0.9601 -0.36
C -2.3063 -0.5280 0.9706 0.59
C -1.1578 -1.1422 0.2273 -1.27
C 0.0615 -0.5805 0.1183 -0.11
C 0.3512 0.6850 0.5307 0.19
C -0.8067 1.6943 1.0182 -0.97
C -2.1118 1.0333 1.0243 -1.34
H -2.7887 1.3777 1.3731 1.22
H -0.5757 2.6208 1.2876 0.70
N 1.5908 1.2947 0.2711 0.37
C 2.6857 0.6543 0.9473 0.12
O 2.8607 -0.5138 1.4740 -0.60
C 3.9032 1.4778 0.4176 0.21
N 4.7116 0.9350 -0.8175 -0.04
C 5.3703 -0.2364 -0.2680 0.58
C 5.1158 -1.5620 -0.9769 -1.06
C 5.8953 -2.5038 -0.4103 -0.26
C 7.1023 -2.2689 0.3071 -0.35
C 7.2891 -1.0612 0.9172 -0.73
C 6.5089 0.1066 0.1839 -0.24
H 6.8039 0.9501 0.7895 0.37
H 8.2187 -1.1166 1.3753 0.39
H 7.8058 -3.0370 0.4716 0.40
H 5.7323 -3.6227 -0.8424 0.19
H 4.3352 -1.7704 -1.4414 0.67
O 3.6386 0.6318 -1.7994 -0.48
H 4.0177 0.6898 -2.7239 0.33
C 3.3361 2.8697 -0.1223 -0.62
C 1.7963 2.4085 -0.2320 0.42
O 0.9327 3.1700 -0.6787 -0.67
H 3.5109 3.8523 0.5946 0.21
H 3.6970 3.1485 -1.2922 0.25
H 4.6669 1.6828 1.4032 0.57
H 0.9229 -1.1557 -0.1253 0.40
H -1.4253 -2.0708 0.2017 0.65
H -4.3400 0.1949 2.2752 0.27
H -5.4242 -1.0811 1.7554 0.42
H -4.4727 1.1333 -0.2114 0.48
H -6.0531 0.8607 0.4405 0.19
H -5.7606 0.2980 -2.0709 0.33
H -4.4665 -1.1127 -1.3834 0.14
H -6.4914 -2.0688 -0.0466 0.20
H -6.6653 -2.1006 -1.7943 0.35
H -7.9871 0.1458 0.0186 0.40
H -8.9907 -1.1366 -0.7223 0.29
H -8.1178 0.2077 -1.6824 0.23
```

The net charge is 0. The LUMO energy is 0.05 eV. The calculation puts the molecular weight at 368.43 g mol⁻¹.

Most stable: model i

Model i:
Here is one molecule with the formula C5H5BrN2O2 from the OMol25 dataset. Energies are from ωB97M-V/def2-TZVPD.

The geometry in XYZ format:
```
15
Properties=species:S:1:pos:R:3:mulliken_charge:R:1
C 1.7514 0.4558 0.8188 -0.82
N 0.4401 0.2836 0.2492 0.15
C -0.1789 1.4020 -0.2426 -0.40
C -1.3089 1.0672 -0.8964 -0.28
Br -2.4298 2.2728 -1.7797 -0.17
C -1.5415 -0.2741 -0.7680 -0.21
C -0.3553 -0.8003 -0.0971 0.05
N -0.2446 -2.1405 0.3106 1.02
O -1.0477 -2.9172 -0.0436 -0.61
O 0.6922 -2.4522 1.0041 -0.64
H 1.6376 0.8696 1.7975 0.35
H 2.3840 -0.4571 0.9130 0.31
H 2.3424 1.2498 0.2385 0.30
H 0.1892 2.3387 -0.1544 0.58
H -2.3304 -0.8981 -1.3498 0.36
```

The net charge is 0. The LUMO energy is -0.36 eV. The calculation puts the molecular weight at 205.01 g mol⁻¹.

Model ii:
Here is one molecule with the formula C5H5BrN2O2 from the OMol25 dataset. Energies are from ωB97M-V/def2-TZVPD.

The geometry in XYZ format:
```
15
Properties=species:S:1:pos:R:3:mulliken_charge:R:1
C -0.9174 -1.8659 -0.3099 0.15
C 0.4217 -1.4131 -0.1912 -0.24
C -1.9629 -1.1074 -0.1257 -0.49
C -0.5314 0.6457 0.1308 0.01
C 1.8506 0.4144 0.2963 -0.82
N 0.5455 -0.0770 0.0534 0.04
N -0.7841 2.0060 0.0138 0.91
O -1.9652 2.3744 -0.0406 -0.57
O 0.1708 2.7709 -0.0797 -0.62
Br -3.6707 -0.7137 0.1339 0.03
H -1.1418 -2.8573 -0.6552 0.36
H 1.2703 -1.8152 -0.5924 0.32
H 2.0411 0.5543 1.4432 0.29
H 2.5594 -0.2998 -0.1562 0.26
H 2.1141 1.3838 0.0794 0.39
```

The net charge is 0. The LUMO energy (alpha / beta) is -0.87 / -0.89 eV. The calculation puts the molecular weight at 205.01 g mol⁻¹.

Most stable: model i

Model i:
Here is a 2-piece molecular cluster, C2HF3O2 overall from the OMol25 dataset. Energies are from ωB97M-V/def2-TZVPD.

The geometry in XYZ format:
```
8
Properties=species:S:1:pos:R:3:mulliken_charge:R:1
C -1.8760 0.2620 0.3845 0.02
C 1.6269 -0.8831 -0.0580 0.70
O -0.7962 0.8289 -0.0190 -0.16
O 2.0966 0.1419 -0.3356 -0.36
F -2.8815 1.0860 0.1034 -0.17
F 0.9438 -1.6811 -0.7951 -0.15
F 1.6748 -1.4519 1.1761 -0.19
H -0.7884 1.6973 -0.4562 0.30
```

The net charge is 0. The LUMO energy is 0.58 eV. The calculation puts the molecular weight at 114.02 g mol⁻¹.

Model ii:
Here is a 2-piece molecular cluster, C2HF3O2 overall from the OMol25 dataset. Energies are from ωB97M-V/def2-TZVPD.

The geometry in XYZ format:
```
8
Properties=species:S:1:pos:R:3:mulliken_charge:R:1
C -1.5639 -0.7792 -0.3381 0.38
C 0.7600 0.5195 -0.1225 0.58
O -2.1403 -0.9917 -1.3589 -0.36
O 1.7152 -0.2463 0.4656 -0.37
F -1.9945 -1.0010 0.8939 -0.15
F 0.9706 0.8130 -1.3999 -0.17
F 0.4006 1.5469 0.6045 -0.19
H 1.8521 0.1388 1.2554 0.28
```

The net charge is 0. The LUMO energy (alpha / beta) is -0.17 / -0.89 eV. The calculation puts the molecular weight at 114.02 g mol⁻¹.

Most stable: model i

Model i:
Here is one molecule with the formula C4H6O4 from the OMol25 dataset. Energies are from ωB97M-V/def2-TZVPD.

The geometry in XYZ format:
```
14
Properties=species:S:1:pos:R:3:mulliken_charge:R:1
C -0.8591 1.9837 -0.7606 -0.93
C -0.4373 0.7378 -0.6434 -0.39
O 0.9312 0.7992 -0.2335 -0.51
C 0.3688 -0.4474 -0.4590 1.69
O 0.9205 -1.1622 -1.5842 -0.54
C 0.1780 -1.3085 0.7888 -0.26
O -1.1914 -1.5271 1.0944 -0.49
O 0.8135 -0.7673 1.9399 -0.49
H -1.8958 2.1819 -1.0109 0.27
H -0.2069 2.8429 -0.6406 0.27
H 1.5322 -0.5796 -2.0664 0.34
H 0.6246 -2.2929 0.6164 0.36
H -1.6131 -0.6563 1.1374 0.34
H 0.8349 0.1960 1.8217 0.34
```

The net charge is 0. The LUMO energy is 0.66 eV. The calculation puts the molecular weight at 118.09 g mol⁻¹.

Model ii:
Here is one molecule with the formula C4H6O4 from the OMol25 dataset. Energies are from ωB97M-V/def2-TZVPD.

The geometry in XYZ format:
```
14
Properties=species:S:1:pos:R:3:mulliken_charge:R:1
C 0.1173 2.2619 0.0727 -0.63
O -0.2333 0.8792 -0.0114 -0.35
C -0.7277 0.2873 1.1890 0.63
O -1.1000 0.9168 2.1535 -0.52
O -0.5386 -1.0145 1.0671 -0.36
C 0.5414 -1.2053 0.0270 0.94
C 0.0137 -2.1028 -1.0428 -0.97
O 1.6908 -0.9137 0.2379 -0.49
H -0.8104 2.8390 0.0331 0.26
H 0.7259 2.5330 -0.7921 0.26
H 0.6586 2.4901 0.9951 0.31
H -1.0636 -2.2450 -0.9517 0.33
H 0.2236 -1.6507 -2.0153 0.28
H 0.5022 -3.0753 -0.9622 0.31
```

The net charge is 0. The LUMO energy is 0.75 eV. The calculation puts the molecular weight at 118.09 g mol⁻¹.

Most stable: model ii

Model i:
Here is a 2-piece molecular cluster, C9H14O overall from the OMol25 dataset. Energies are from ωB97M-V/def2-TZVPD.

The geometry in XYZ format:
```
24
Properties=species:S:1:pos:R:3:lowdin_spin:R:1
C -2.3900 1.0469 -0.0599 0.05
C -2.1987 -1.0399 1.3408 0.06
C -1.8655 -0.3499 0.1830 0.26
C -1.4211 -2.1286 1.7182 0.12
C -0.3716 -2.5835 0.9514 0.19
C -0.6889 -0.7570 -0.5311 0.03
C 0.0941 -1.8003 -0.1972 0.07
O 0.5080 -3.4859 1.3522 0.18
H -3.1412 -0.8156 1.8630 0.00
H -1.6876 -2.7381 2.6095 0.00
H -2.9070 1.0365 -1.0273 0.02
H -1.6065 1.7571 -0.1818 0.01
H -0.4031 -0.1540 -1.3925 0.00
H 0.2351 -3.9757 2.1449 0.00
H 0.8378 -2.3018 -0.7982 0.00
H -3.0202 1.4359 0.7416 0.00
C 2.4712 2.8572 -0.9640 0.00
C 2.5652 1.3634 -1.2208 0.00
H 1.7403 3.3899 -1.6087 0.00
H 2.0402 3.0519 0.0214 0.00
H 3.4802 3.2999 -0.9233 0.00
H 3.6447 1.0638 -1.2979 0.00
H 1.9816 0.7634 -0.5102 0.00
H 2.1027 1.0641 -2.2132 0.00
```

The net charge is +1. The LUMO energy (alpha / beta) is -4.03 / -7.66 eV. The multiplicity is 2. As for the expectation value of S²: 0.77. The calculation puts the molecular weight at 138.21 g mol⁻¹.

Model ii:
Here is a 2-piece molecular cluster, C9H14O overall from the OMol25 dataset. Energies are from ωB97M-V/def2-TZVPD.

The geometry in XYZ format:
```
24
Properties=species:S:1:pos:R:3:lowdin_spin:R:1
C -1.6748 2.2291 -2.0998 0.00
C -1.5868 0.6821 -2.0724 0.00
H -2.6690 2.5266 -2.4369 0.00
H -1.6584 2.6207 -1.0827 0.00
H -0.9673 2.6799 -2.7871 0.00
H -2.3559 0.2287 -2.6894 0.00
H -0.5642 0.4649 -2.3945 0.00
H -1.6781 0.2773 -1.0625 0.00
C -0.6684 0.4786 3.0488 0.05
C 1.2705 0.4241 -0.2068 0.10
C 0.6135 0.8911 0.8761 0.05
C 1.0617 -0.9293 -0.5518 0.20
C -0.0578 0.0270 1.7689 0.26
C 0.3602 -1.8366 0.2877 0.09
C -0.0467 -1.3812 1.4945 0.04
O 1.5733 -1.4333 -1.6327 0.16
H 1.9523 1.0492 -0.7514 0.00
H 0.7795 1.9299 1.1294 0.00
H 1.5578 -0.7393 -2.3017 0.00
H 0.2362 -2.8695 0.0136 0.00
H -0.2519 1.4333 3.3643 0.00
H -0.3546 -0.2177 3.8258 0.01
H -0.4792 -2.0834 2.1911 0.00
H -1.7466 0.6046 2.9393 0.02
```

The net charge is +1. The LUMO energy (alpha / beta) is -3.85 / -7.50 eV. The multiplicity is 2. As for the expectation value of S²: 0.77. The calculation puts the molecular weight at 138.21 g mol⁻¹.

Most stable: model ii

Model i:
Here is an isolated ion of composition H2O4P2 and charge -2 from the OMol25 dataset. Energies are from ωB97M-V/def2-TZVPD.

The geometry in XYZ format:
```
8
Properties=species:S:1:pos:R:3:mulliken_charge:R:1
O 1.3513 -1.6770 -0.8476 -0.68
P 1.1083 -0.4069 -0.1817 0.45
O 1.8496 -0.1672 1.0588 -0.69
P -1.0497 0.2651 0.1260 0.54
O -2.3823 -0.9696 0.6922 -0.94
O -1.4885 1.1179 -0.9592 -0.63
H 1.3812 0.7878 -1.2137 -0.02
H -0.7698 1.0499 1.3252 -0.04
```

The net charge is -2. The LUMO energy is 7.34 eV. The calculation puts the molecular weight at 127.96 g mol⁻¹.

Model ii:
Here is a 2-piece molecular cluster, H2O4P2 overall from the OMol25 dataset. Energies are from ωB97M-V/def2-TZVPD.

The geometry in XYZ format:
```
8
Properties=species:S:1:pos:R:3:mulliken_charge:R:1
O -1.0655 -0.7104 -1.6179 -0.50
O 1.7599 1.1829 1.0882 -0.70
O -1.6397 1.5648 -0.7487 -0.55
O 2.1055 -0.2826 -0.8958 -0.67
P -0.8967 0.2835 -0.5684 0.18
P 1.1782 0.1381 0.1760 0.61
H -2.3176 -1.1379 1.7219 -0.37
H 0.8759 -1.0385 0.8447 0.00
```

The net charge is -2. The LUMO energy (alpha / beta) is 7.07 / 7.07 eV. The calculation puts the molecular weight at 127.96 g mol⁻¹.

Most stable: model i